Entry 1
Below is a cluster of 2 separate species, C2H3N2O2 in total, with properties calculated with ωB97M-V with the def2-TZVPD basis set.

The geometry in ORCA input format:
```
! wB97M-V def2-TZVPD RIJCOSX def2/J DEFGRID3
* xyz -1 1
C 2.87 -0.11 -0.41
C 1.42 0.40 1.86
N 3.73 -0.12 0.40
N 0.63 0.91 -0.31
O 1.99 0.00 -1.26
O 0.54 0.04 0.73
H 0.71 0.75 2.69
H 2.36 0.99 1.55
H 1.99 -0.52 2.32
*
```

Summary:
- Highest occupied orbital energy: -0.122 Ha

Entry 2
Below is a cluster of 2 separate species, C2H3N2O2 in total, with properties calculated with ωB97M-V with the def2-TZVPD basis set.

The geometry in ORCA input format:
```
! wB97M-V def2-TZVPD RIJCOSX def2/J DEFGRID3
* xyz -1 1
C 0.00 0.51 -0.65
C -1.05 0.12 0.20
N -2.12 -0.52 -0.20
N 2.88 0.16 0.07
O 3.25 -0.90 0.55
O -3.03 -0.81 0.68
H 0.17 0.11 -1.75
H 0.86 0.89 -0.14
H -0.95 0.45 1.24
*
```

Summary:
- Highest occupied orbital energy (alpha / beta): -0.105 / -0.068 Ha

In terms of stability, entry 1 leads; the second structure lies 23.7 kcal/mol higher.

Entry 1
Below is a cluster of 2 separate species, C2H3N2O2 in total, with properties calculated with ωB97M-V with the def2-TZVPD basis set.

The geometry in ORCA input format:
```
! wB97M-V def2-TZVPD RIJCOSX def2/J DEFGRID3
* xyz -1 1
C -2.28 0.18 -0.10
C 1.55 -0.01 -0.77
N -3.37 0.24 -0.51
N 0.93 -0.46 1.60
O 0.09 0.54 1.55
O 1.51 -0.67 0.44
H 0.71 0.56 -1.22
H 2.18 -0.53 -1.42
H -1.33 0.15 0.43
*
```

Summary:
- Highest occupied orbital energy (alpha / beta): -0.100 / -0.082 Ha

Entry 2
Below is a cluster of 2 separate species, C2H3N2O2 in total, with properties calculated with ωB97M-V with the def2-TZVPD basis set.

The geometry in ORCA input format:
```
! wB97M-V def2-TZVPD RIJCOSX def2/J DEFGRID3
* xyz -1 1
C 1.38 0.26 0.24
C -1.80 -0.36 -0.69
N 2.63 0.16 0.68
N -2.67 0.17 -0.16
O 0.82 -0.63 -0.51
O -3.62 0.55 0.41
H 1.04 1.32 0.46
H -0.65 -0.59 -0.85
H 2.87 -0.88 0.42
*
```

Summary:
- Highest occupied orbital energy: -0.155 Ha

Entry 3
Below is the ion C2H3N2O2 with charge -1, with properties calculated with ωB97M-V with the def2-TZVPD basis set.

The geometry in ORCA input format:
```
! wB97M-V def2-TZVPD RIJCOSX def2/J DEFGRID3
* xyz -1 1
O 3.37 -0.87 -0.06
C 2.54 0.13 0.03
O 2.64 1.35 -0.18
N 1.20 -0.32 0.55
C 0.06 0.35 0.00
N 0.52 -0.89 -0.61
H 0.09 1.23 -0.71
H -0.70 0.11 0.73
H -0.03 -1.71 -0.31
*
```

Summary:
- SMILES string: O=C([O-])N1CN1
- Highest occupied orbital energy: -0.151 Ha

Entry 4
Below is a cluster of 2 separate species, C2H3N2O2 in total, with properties calculated with ωB97M-V with the def2-TZVPD basis set.

The geometry in ORCA input format:
```
! wB97M-V def2-TZVPD RIJCOSX def2/J DEFGRID3
* xyz -1 1
C -1.29 0.15 -1.71
C 1.02 -0.37 1.76
N 0.25 0.45 1.23
N -0.13 -0.30 -1.52
O -2.47 0.21 -1.52
O -0.45 0.91 -2.47
H 0.99 -0.63 2.79
H 1.79 -1.04 1.20
H 0.29 0.62 0.23
*
```

Summary:
- Highest occupied orbital energy: -0.123 Ha

In terms of stability, entry 3 leads; the second structure lies 30.3 kcal/mol higher.

Entry 1
Below is a cluster of 2 separate species, C4H14N2O in total, with properties calculated with ωB97M-V with the def2-TZVPD basis set.

The geometry in ORCA input format:
```
! wB97M-V def2-TZVPD RIJCOSX def2/J DEFGRID3
* xyz 2 1
C 0.57 -0.43 -1.59
C 0.49 -0.89 -0.15
C 1.38 -0.06 0.77
C 1.40 1.16 1.26
N 1.19 1.54 2.74
N -0.68 -0.87 -2.39
H 0.57 0.65 -1.65
H 1.43 -0.88 -2.11
H -0.50 -0.96 0.32
H 0.72 -1.95 -0.13
H 1.43 -0.82 1.57
H 1.35 2.09 0.70
H 1.98 1.39 3.39
H 0.88 2.49 2.96
H 0.51 0.88 3.13
H -0.68 -1.89 -2.54
H -1.56 -0.61 -1.93
H -0.73 -0.61 -3.38
H -3.69 -0.53 -0.74
H -3.22 0.40 0.25
O -2.85 -0.11 -0.49
*
```

Summary:
- Highest occupied orbital energy: -0.672 Ha

Entry 2
Below is a cluster of 2 separate species, C4H14N2O in total, with properties calculated with ωB97M-V with the def2-TZVPD basis set.

The geometry in ORCA input format:
```
! wB97M-V def2-TZVPD RIJCOSX def2/J DEFGRID3
* xyz 2 1
C -1.45 0.45 1.15
C -0.94 -0.93 0.67
C 0.05 -1.02 -0.53
C 2.48 -0.88 -0.77
N 1.44 -1.07 -0.05
N -2.49 0.99 0.17
H -1.68 0.59 2.22
H -0.57 1.15 1.06
H -0.46 -1.26 1.59
H -1.81 -1.63 0.40
H -0.25 -1.85 -1.17
H 0.03 -0.16 -1.22
H 2.39 -0.78 -1.86
H 3.47 -1.00 -0.32
H 1.63 -1.31 0.91
H -3.23 1.57 0.59
H -2.73 0.17 -0.39
H -2.01 1.53 -0.54
H 2.81 2.15 -0.64
H 1.20 1.78 -0.71
O 2.11 1.50 -0.58
*
```

Summary:
- Highest occupied orbital energy: -0.716 Ha

In terms of stability, entry 2 leads; the second structure lies 3.1 kcal/mol higher.

Entry 1
Below is a cluster of 2 separate species, C4H14N2O in total, with properties calculated with ωB97M-V with the def2-TZVPD basis set.

The geometry in ORCA input format:
```
! wB97M-V def2-TZVPD RIJCOSX def2/J DEFGRID3
* xyz 2 1
C -0.56 -0.55 -1.00
C -0.20 -0.51 0.47
C 1.17 0.05 0.74
C 2.16 -0.66 1.26
N 3.58 -0.24 1.19
N -2.06 -0.32 -1.21
H -0.13 0.30 -1.54
H -0.28 -1.44 -1.57
H -0.86 0.17 1.03
H -0.42 -1.46 0.98
H 1.30 1.11 0.56
H 2.07 -1.68 1.62
H 4.10 -0.71 0.45
H 3.65 0.76 0.98
H 4.04 -0.32 2.10
H -2.53 -1.00 -0.62
H -2.35 0.74 -1.18
H -2.23 -0.73 -2.13
H -3.85 2.42 -1.29
H -3.47 2.13 0.03
O -3.15 1.94 -0.87
*
```

Summary:
- Highest occupied orbital energy: -0.677 Ha

Entry 2
Below is the ion C4H14N2O with charge +2, with properties calculated with ωB97M-V with the def2-TZVPD basis set.

The geometry in ORCA input format:
```
! wB97M-V def2-TZVPD RIJCOSX def2/J DEFGRID3
* xyz 2 1
N -2.25 1.32 0.37
C -0.84 1.40 1.07
C 0.04 0.12 1.07
C 0.43 -0.77 -0.18
N 1.36 -1.91 0.26
C 0.99 0.05 -1.40
O 1.04 -0.92 -2.41
H -2.56 0.45 -0.05
H -2.14 2.14 -0.24
H -3.08 1.57 0.98
H -0.30 2.31 0.70
H -1.06 1.83 2.07
H 0.99 0.31 1.59
H -0.54 -0.72 1.71
H -0.54 -1.25 -0.55
H 1.99 -2.01 -0.52
H 2.02 -1.55 1.01
H 0.81 -2.78 0.56
H 1.94 0.64 -1.11
H 0.16 0.76 -1.70
H 1.54 -0.97 -3.23
*
```

Summary:
- SMILES string: [NH3+]CC[C@H]([NH3+])CO
- Highest occupied orbital energy: -0.672 Ha

Entry 3
Below is a cluster of 2 separate species, C4H14N2O in total, with properties calculated with ωB97M-V with the def2-TZVPD basis set.

The geometry in ORCA input format:
```
! wB97M-V def2-TZVPD RIJCOSX def2/J DEFGRID3
* xyz 2 1
C 1.46 -1.01 0.90
C -0.02 -1.40 0.65
C -0.94 -0.22 0.81
C -2.10 -0.21 0.15
N -3.03 0.97 0.31
N 2.11 -0.56 -0.44
H 1.62 -0.11 1.49
H 2.08 -1.79 1.31
H -0.18 -1.96 -0.27
H -0.21 -2.11 1.45
H -0.72 0.55 1.55
H -2.32 -0.89 -0.65
H -3.30 1.24 -0.62
H -3.83 0.63 0.83
H -2.55 1.72 0.81
H 2.99 -0.06 -0.30
H 2.26 -1.33 -1.08
H 1.46 0.12 -0.83
H 1.61 2.38 -2.76
H 2.03 2.25 -1.32
O 1.56 1.80 -2.01
*
```

Summary:
- Highest occupied orbital energy: -0.684 Ha

In terms of stability, entry 1 leads; the second structure lies 1.3 kcal/mol higher.

Entry 1
Below is a cluster of 3 separate species, C3H10NO4 in total, with properties calculated with ωB97M-V with the def2-TZVPD basis set.

The geometry in ORCA input format:
```
! wB97M-V def2-TZVPD RIJCOSX def2/J DEFGRID3
* xyz -1 1
O -1.17 1.35 -1.70
C -1.05 0.39 -0.95
N -0.64 0.42 0.34
C -0.78 1.71 1.16
O -1.04 1.35 2.39
C -1.22 -1.03 -1.44
H -0.86 -0.26 1.06
H -1.38 2.41 0.55
H 0.26 2.24 1.00
H -0.76 -1.84 -0.87
H -2.30 -1.21 -1.35
H -1.02 -1.24 -2.49
H 2.63 -2.38 0.16
H 1.98 -1.04 -0.26
O 2.07 -1.97 -0.52
H 1.21 0.12 1.42
H 1.91 0.76 0.36
O 2.15 0.21 1.14
*
```

Summary:
- Highest occupied orbital energy: -0.125 Ha

Entry 2
Below is a cluster of 3 separate species, C3H10NO4 in total, with properties calculated with ωB97M-V with the def2-TZVPD basis set.

The geometry in ORCA input format:
```
! wB97M-V def2-TZVPD RIJCOSX def2/J DEFGRID3
* xyz -1 1
C 1.09 0.84 -0.95
C 0.67 -0.64 -0.83
C -0.74 -0.68 -0.22
O -0.82 -0.33 0.99
O -1.70 -0.97 -0.97
N 1.25 1.49 0.39
H 0.38 1.38 -1.57
H 2.07 0.86 -1.44
H 1.46 -1.13 -0.26
H 0.66 -1.09 -1.82
H 0.98 2.46 0.24
H 0.45 1.08 0.91
H 2.94 1.28 0.68
H 4.05 2.25 0.44
O 3.94 1.37 0.83
H -4.12 -0.97 -0.08
H -3.12 -1.70 0.71
O -4.08 -1.63 0.62
*
```

Summary:
- Highest occupied orbital energy: -0.182 Ha

Entry 3
Below is a cluster of 4 separate species, C3H10NO4 in total, with properties calculated with ωB97M-V with the def2-TZVPD basis set.

The geometry in ORCA input format:
```
! wB97M-V def2-TZVPD RIJCOSX def2/J DEFGRID3
* xyz -1 1
O -0.66 0.49 -2.02
C 0.28 0.41 -1.22
N 0.37 -0.44 -0.19
C -0.81 -2.10 -0.32
O -0.17 -3.16 -0.16
C 1.43 1.42 -1.40
H 1.31 -0.38 0.17
H -1.08 -1.81 -1.34
H -1.40 -1.82 0.57
H 2.04 1.57 -0.52
H 1.95 1.11 -2.31
H 0.99 2.36 -1.76
H 0.22 1.42 2.11
H 1.07 2.39 1.32
O 0.91 2.09 2.23
H -0.85 0.10 1.45
H -2.19 0.76 1.92
O -1.42 0.27 2.22
*
```

Summary:
- Highest occupied orbital energy: -0.161 Ha

In terms of stability, entry 2 leads; the second structure lies 39.1 kcal/mol higher.

Entry 1
Below is the ion CHN2O5 with charge -1, with properties calculated with ωB97M-V with the def2-TZVPD basis set.

The geometry in ORCA input format:
```
! wB97M-V def2-TZVPD RIJCOSX def2/J DEFGRID3
* xyz -1 1
O -0.31 2.17 0.06
C 0.55 1.36 0.17
O 1.71 1.32 0.50
N 0.05 -0.23 -0.58
O 1.01 -1.23 -0.54
N -1.31 -0.70 0.04
O -2.23 0.05 0.03
O -1.31 -1.84 0.47
H 1.85 -0.90 -0.16
*
```

Summary:
- SMILES string: O=C([O-])N(O)[N+](=O)[O-]
- Highest occupied orbital energy: -0.173 Ha

Entry 2
Below is the ion CHN2O5 with charge -1, with properties calculated with ωB97M-V with the def2-TZVPD basis set.

The geometry in ORCA input format:
```
! wB97M-V def2-TZVPD RIJCOSX def2/J DEFGRID3
* xyz -1 1
O 2.06 1.71 -0.30
C 1.17 0.95 -0.01
O 1.19 0.25 1.08
O 0.31 0.51 -0.96
N -0.31 -0.74 -1.05
N -1.25 -0.86 -0.26
O -2.07 -1.79 -0.29
O -1.30 0.00 0.73
H 0.19 -0.02 1.06
*
```

Summary:
- SMILES string: O=C(O)ON=[N+]([O-])[O-]
- Highest occupied orbital energy: -0.204 Ha

In terms of stability, entry 2 leads; the second structure lies 8.2 kcal/mol higher.